{"formula": "C26H19Br3INO3RbS3", "method": "the ωB97M-V functional and the def2-TZVPD basis", "total_charge": -1, "total_energy_ev": -286294.962, "species": ["Rb", "Br", "C", "Br", "H", "H", "O", "C", "C", "C", "C", "C", "S", "C", "C", "C", "C", "S", "C", "C", "C", "C", "S", "H", "H", "H", "H", "H", "H", "H", "H", "H", "Br", "C", "C", "C", "C", "C", "N", "H", "H", "H", "H", "I", "C", "C", "C", "C", "C", "C", "C", "O", "O", "H", "H", "H", "H"], "xyz": [[-0.371, 0.823, -1.405], [1.055, -1.558, 3.560], [-0.359, -0.965, 2.368], [-0.299, -1.780, 0.630], [-0.241, 0.104, 2.219], [-1.306, -1.198, 2.834], [-1.689, 1.767, 0.329], [-1.909, 2.418, 1.479], [-0.552, 2.738, 2.150], [0.510, 3.249, 1.463], [1.691, 3.371, 2.243], [1.509, 2.950, 3.526], [-0.097, 2.419, 3.780], [-2.672, 3.738, 1.243], [-3.783, 3.882, 0.467], [-4.294, 5.209, 0.464], [-3.562, 6.052, 1.248], [-2.242, 5.234, 1.964], [-2.806, 1.570, 2.408], [-3.419, 0.426, 1.998], [-4.263, -0.151, 2.992], [-4.294, 0.583, 4.138], [-3.320, 1.984, 4.000], [0.441, 3.503, 0.415], [2.634, 3.736, 1.859], [2.226, 2.914, 4.329], [-4.204, 3.052, -0.082], [-5.163, 5.522, -0.098], [-3.715, 7.105, 1.419], [-3.236, 0.028, 1.011], [-4.817, -1.070, 2.857], [-4.833, 0.380, 5.049], [2.807, 2.316, -1.773], [3.600, 0.837, -0.885], [4.973, 0.658, -0.989], [5.515, -0.430, -0.330], [4.680, -1.264, 0.399], [3.326, -0.988, 0.420], [2.784, 0.049, -0.226], [5.576, 1.336, -1.573], [6.578, -0.628, -0.393], [5.066, -2.127, 0.925], [2.631, -1.623, 0.954], [6.694, -3.469, -3.066], [4.754, -2.694, -3.168], [3.755, -3.274, -2.401], [2.483, -2.717, -2.425], [2.212, -1.593, -3.193], [3.225, -1.045, -3.972], [4.502, -1.589, -3.968], [0.847, -0.910, -3.122], [0.784, 0.236, -3.613], [-0.061, -1.528, -2.516], [3.971, -4.131, -1.777], [1.683, -3.133, -1.827], [2.998, -0.157, -4.548], [5.293, -1.149, -4.562]], "forces_ev_per_angstrom": [[0.04, 0.57, 0.03], [-0.09, 0.01, -0.08], [0.04, 0.14, -0.02], [0.00, -0.28, 0.14], [0.01, -0.07, 0.05], [0.01, 0.00, 0.02], [-0.79, 0.59, 1.02], [-0.04, 0.03, 0.13], [0.03, 0.04, 0.00], [0.10, -0.04, -0.01], [-0.03, -0.02, 0.01], [-0.02, 0.04, -0.06], [-0.02, -0.02, 0.07], [0.04, 0.00, 0.03], [-0.04, 0.04, -0.04], [0.03, -0.01, 0.05], [-0.04, -0.04, -0.08], [0.04, 0.01, 0.13], [-0.17, 0.08, -0.09], [0.05, -0.16, 0.12], [0.05, 0.01, -0.03], [-0.06, 0.00, -0.06], [0.06, 0.07, 0.07], [0.00, 0.00, -0.01], [0.00, 0.01, 0.00], [0.02, 0.01, 0.00], [0.01, 0.00, 0.00], [-0.01, 0.00, 0.00], [-0.01, 0.02, -0.01], [0.00, 0.00, 0.00], [0.00, 0.00, 0.01], [-0.02, 0.00, 0.00], [0.13, 0.16, -0.03], [-0.04, -0.07, 0.01], [-0.01, -0.01, 0.00], [0.03, 0.00, 0.01], [0.00, 0.00, -0.01], [-0.05, 0.00, -0.07], [0.00, 0.09, 0.08], [0.00, 0.01, 0.00], [0.00, -0.01, 0.00], [0.00, 0.00, 0.00], [0.01, 0.01, 0.01], [0.07, -0.02, 0.00], [-0.05, 0.02, -0.01], [-0.03, 0.05, -0.03], [0.00, -0.06, -0.01], [0.07, 0.02, -0.03], [0.06, 0.04, 0.06], [-0.07, -0.04, 0.04], [0.23, -0.60, -0.37], [0.25, -0.23, -0.71], [0.22, -0.34, -0.28], [0.00, -0.01, 0.00], [-0.01, 0.00, 0.00], [-0.01, 0.00, -0.01], [0.00, 0.00, -0.01]]}

---

{"formula": "C5H11NO", "method": "the ωB97M-V functional and the def2-TZVPD basis", "smiles": "CCC(=O)N(C)C", "total_energy_ev": -8900.535, "relative_energy_kcal_mol": 26.81, "species": ["C", "C", "C", "N", "C", "C", "O", "H", "H", "H", "H", "H", "H", "H", "H", "H", "H", "H"], "xyz": [[-0.768, 0.963, 0.666], [-2.169, 1.444, 0.532], [-0.353, 0.118, -0.546], [0.695, -0.745, -0.297], [0.981, -1.802, -1.297], [1.732, -0.369, 0.690], [-0.817, 0.372, -1.646], [-0.682, 0.179, 1.428], [-0.006, 1.681, 0.895], [-2.794, 0.832, -0.121], [-2.694, 1.735, 1.438], [-2.149, 2.419, 0.008], [1.815, -2.343, -0.889], [0.105, -2.405, -1.420], [1.215, -1.303, -2.266], [2.595, -0.983, 0.534], [1.952, 0.678, 0.576], [1.342, -0.470, 1.715]], "forces_ev_per_angstrom": [[0.11, -2.89, 0.31], [-0.74, 2.28, -1.00], [1.22, 2.13, -0.21], [-0.37, -0.59, -0.32], [0.21, 2.32, -0.04], [-1.87, -0.06, 0.09], [-0.16, -1.35, 0.10], [-0.25, 0.49, 0.58], [0.20, 0.70, 0.01], [0.13, -0.26, 0.37], [0.14, -0.61, 0.41], [0.03, -0.39, -0.10], [0.26, -0.53, -0.25], [-0.33, -0.49, -0.09], [0.06, -0.65, 0.47], [0.46, -0.21, 0.02], [0.56, 0.39, -0.15], [0.33, -0.29, -0.21]]}

---

{"formula": "C27H35F2N4O7P", "method": "the ωB97M-V functional and the def2-TZVPD basis", "smiles": "CCCCCC[C@@](C#N)([C@](C#N)(CCCF)[C@@H](C)F)P(=O)(O)O.O=[N+]([O-])c1ccccc1.O=[N+]([O-])c1ccccc1", "total_energy_ev": -63578.067, "species": ["C", "C", "C", "C", "C", "C", "C", "C", "N", "C", "C", "N", "C", "C", "C", "F", "C", "C", "F", "P", "O", "O", "O", "H", "H", "H", "H", "H", "H", "H", "H", "H", "H", "H", "H", "H", "H", "H", "H", "H", "H", "H", "H", "H", "H", "H", "H", "H", "C", "C", "C", "C", "C", "C", "N", "O", "O", "H", "H", "H", "H", "H", "C", "C", "C", "C", "C", "C", "N", "O", "O", "H", "H", "H", "H", "H"], "xyz": [[4.870, 4.068, 0.135], [4.532, 2.572, -0.182], [3.536, 2.396, -1.388], [3.314, 0.868, -1.606], [1.855, 0.329, -1.406], [1.309, 0.325, 0.051], [0.405, 1.495, 0.587], [1.361, 2.570, 1.108], [1.908, 3.493, 1.445], [-0.693, 2.078, -0.366], [-1.265, 0.852, -1.118], [-1.586, -0.054, -1.693], [-0.192, 3.035, -1.503], [0.057, 4.535, -1.128], [-1.064, 5.510, -1.587], [-1.459, 5.309, -2.902], [-1.979, 2.648, 0.330], [-1.798, 3.759, 1.398], [-2.815, 3.181, -0.674], [-0.282, 0.752, 2.206], [0.711, -0.219, 2.711], [-1.635, -0.135, 1.938], [-0.443, 1.859, 3.397], [4.615, 4.241, 1.201], [5.960, 4.238, 0.020], [4.292, 4.770, -0.491], [5.466, 2.037, -0.464], [4.149, 2.035, 0.712], [4.090, 2.799, -2.264], [2.627, 3.008, -1.259], [3.994, 0.278, -0.952], [3.601, 0.587, -2.643], [1.153, 0.698, -2.182], [1.954, -0.751, -1.674], [0.757, -0.625, 0.208], [2.189, 0.255, 0.722], [0.712, 2.690, -2.026], [-0.990, 3.040, -2.277], [0.973, 4.871, -1.663], [0.248, 4.736, -0.061], [-0.652, 6.541, -1.505], [-1.919, 5.489, -0.883], [-2.608, 1.852, 0.781], [-2.299, 3.436, 2.335], [-0.767, 4.038, 1.666], [-2.363, 4.657, 1.077], [-1.347, -1.052, 1.788], [-1.370, 1.834, 3.701], [-0.992, -2.584, 5.651], [-1.092, -3.639, 6.549], [-1.596, -4.862, 6.130], [-1.991, -5.016, 4.811], [-1.903, -3.968, 3.909], [-1.401, -2.747, 4.334], [-2.502, -6.316, 4.358], [-2.585, -7.210, 5.180], [-2.811, -6.425, 3.185], [-0.593, -1.632, 5.978], [-0.774, -3.509, 7.575], [-1.671, -5.679, 6.835], [-2.217, -4.089, 2.880], [-1.324, -1.922, 3.640], [-2.778, -4.218, -3.484], [-2.049, -3.036, -3.540], [-0.937, -2.946, -4.363], [-0.568, -4.042, -5.127], [-1.284, -5.228, -5.074], [-2.394, -5.314, -4.247], [0.595, -3.940, -6.018], [1.213, -2.890, -6.025], [0.873, -4.910, -6.699], [-3.650, -4.285, -2.844], [-2.349, -2.184, -2.943], [-0.375, -2.023, -4.400], [-0.992, -6.084, -5.667], [-2.962, -6.234, -4.199]], "forces_ev_per_angstrom": [[0.03, -0.79, 0.68], [-0.14, 0.27, -0.54], [1.60, -0.40, 0.41], [-0.90, 0.07, -0.40], [0.60, -0.75, -0.54], [0.15, -0.59, -0.31], [0.69, 0.90, 1.40], [-3.40, -2.96, -1.83], [1.84, 2.45, 1.15], [-0.96, -1.24, -1.45], [2.15, 3.98, 2.53], [-1.28, -3.01, -1.86], [-0.38, 0.96, -0.22], [-0.04, 0.43, -0.79], [0.72, 0.62, 1.27], [0.03, -0.20, 0.47], [-0.43, 0.83, 0.65], [-0.45, 0.05, 0.46], [0.53, -0.41, 0.16], [2.11, -2.39, 1.59], [0.08, 0.35, -0.48], [0.07, 1.85, -0.20], [-1.77, -0.69, -1.71], [0.14, 0.24, -0.70], [-0.68, 0.13, -0.07], [0.34, -0.31, 0.27], [-0.55, 0.27, 0.13], [0.11, 0.44, -0.46], [-0.56, -0.09, 0.36], [0.32, -0.44, 0.05], [-0.43, 0.44, -0.24], [-0.18, 0.21, 0.57], [0.40, 0.05, 0.64], [-0.24, 0.61, 0.28], [0.23, 0.63, -0.19], [-0.67, 0.06, -0.23], [-0.46, -0.33, 0.60], [0.48, -0.08, 0.47], [-0.45, -0.35, 0.37], [-0.09, -0.21, -0.49], [-0.22, -0.56, -0.25], [0.09, -0.29, -0.85], [0.75, 0.09, -0.39], [0.33, 0.23, -0.54], [-0.42, -0.20, -0.27], [0.48, -0.50, 0.04], [0.05, 0.30, 0.07], [0.35, 0.34, 0.21], [0.02, 0.07, 0.04], [-0.04, 0.06, -0.16], [0.04, -0.10, 0.22], [0.17, 0.38, 0.14], [-0.03, 0.12, -0.23], [-0.03, -0.15, 0.12], [-0.12, -0.29, -0.09], [0.02, 0.20, -0.14], [0.06, 0.06, 0.22], [0.00, -0.04, -0.04], [-0.03, -0.04, -0.04], [-0.06, -0.07, -0.18], [-0.03, -0.20, 0.09], [0.06, -0.08, 0.16], [0.03, -0.03, -0.03], [-0.12, -0.13, 0.02], [0.06, 0.23, 0.05], [-0.37, -0.02, 0.27], [-0.03, -0.25, -0.09], [0.01, 0.16, 0.06], [0.24, 0.01, -0.17], [-0.12, -0.20, 0.02], [-0.06, 0.18, 0.14], [0.04, 0.00, -0.02], [0.10, 0.00, -0.04], [0.06, -0.11, -0.11], [0.12, 0.15, -0.04], [0.06, 0.02, -0.03]]}